ORCA calculation (ωB97M-V/def2-TZVPD) on a structure of composition C5H8FO4V at a distorted geometry.

As for the charge: 0. The energy above the lowest of the compared OMol25 structures with the same formula, charge and spin is 0.0 kcal per mole. The frontier orbital gap (alpha / beta) is 6.74 / 10.89 eV. As for the molecular weight: 202.1 g mol⁻¹. The calculation puts the total energy at -1540.06924 Ha. Its spin multiplicity is 5. The value obtained for the LUMO energy (alpha / beta) is 0.37 / 0.43 eV.

Last column: Mulliken charge in e.
Geometry (Å):
C 0.9732 -0.8339 -0.7021  0.0342
O 0.4522 0.4325 -1.0773  -0.4053
V 0.4245 1.9336 -2.3524  0.2828
C 1.4580 -1.6575 -1.8784  -1.3133
H 1.8038 -0.6228 -0.0148  0.2676
H 0.1968 -1.3678 -0.1337  0.1383
H 1.7602 -2.6532 -1.5245  0.3663
H 0.6713 -1.7816 -2.6333  0.3286
H 2.3317 -1.1847 -2.3485  0.3169
C -0.4930 1.2064 -0.1711  1.5383
O 0.1471 1.4082 1.0854  -0.4414
C -0.6455 0.9589 2.1123  0.3301
C -1.5779 -0.0390 1.4453  -0.4487
O -1.5935 0.3964 0.1000  -0.4388
O -0.7419 2.2744 -0.8506  -1.0492
F -1.3736 2.0260 2.6351  -0.3249
H -0.0284 0.5670 2.9279  0.2606
H -1.1744 -1.0596 1.5217  0.2561
H -2.5908 -0.0035 1.8591  0.3017

ORCA calculation (ωB97M-V/def2-TZVPD) on the ion C5H8IN2 with charge +1 at a distorted geometry.

As for the charge: +1. The energy above the lowest of the compared OMol25 structures with the same formula, charge and spin is 97.2 kcal per mole. The frontier orbital gap is 8.99 eV. As for the molecular weight: 223.0 g mol⁻¹. The calculation puts the total energy at -602.10870 Ha. The value obtained for the LUMO energy is -4.08 eV.

Last column: Mulliken charge in e.
Geometry (Å):
C 2.2983 2.8106 0.1080  -0.2548
C -3.2757 -0.3132 -0.0111  -0.0734
C 1.5915 0.5666 -0.0433  -0.2442
C 0.4446 -0.0248 -0.0100  0.3868
C 0.3157 -1.4966 0.1862  -1.0817
N 1.3955 1.9742 -0.1500  -0.3532
N -3.2564 -1.5064 -0.0729  -0.1943
I -1.3380 1.1785 -0.0107  0.3606
H 3.3157 2.6056 0.2687  0.2511
H 2.0691 3.8716 0.0835  0.2373
H -3.9433 0.5232 0.2276  0.3696
H 2.5457 0.0935 0.0757  0.3387
H -0.3367 -1.7827 0.9628  0.3658
H 1.3978 -1.9203 0.0540  0.2878
H -0.1088 -2.0225 -0.7255  0.2809
H -3.3287 -2.4197 -0.4427  0.3230

ORCA calculation (ωB97M-V/def2-TZVPD) on the ion C5H8IN2 with charge +1 at a distorted geometry.

As for the charge: +1. The energy above the lowest of the compared OMol25 structures with the same formula, charge and spin is 51.6 kcal per mole. The frontier orbital gap is 8.30 eV. As for the molecular weight: 223.0 g mol⁻¹. The calculation puts the total energy at -602.18141 Ha. The value obtained for the LUMO energy is -4.68 eV.

Last column: Mulliken charge in e.
Geometry (Å):
N 1.9076 -0.4068 -0.7483  -0.5958
C 0.7795 0.2509 -0.4655  0.2274
I 0.8378 2.3227 -1.7231  0.0915
C 0.6629 0.6655 0.9905  -0.4659
C -0.4601 0.5691 1.7080  -0.2041
C -1.6402 -0.0870 1.1406  -0.4739
C -1.5907 -0.6217 -0.0971  -0.3068
N -0.4978 -0.5655 -1.0631  -0.1617
H 2.9181 -0.1316 -0.4398  0.2892
H 2.1315 -0.8131 -1.6377  0.2569
H 1.5412 1.0457 1.4122  0.3651
H -0.3853 0.8213 2.7959  0.3592
H -2.4348 -0.0535 1.8652  0.3955
H -2.4844 -1.1122 -0.5839  0.3658
H -0.2887 -1.6502 -1.2677  0.4478
H -0.9965 -0.2335 -1.8860  0.4100

ORCA calculation (ωB97M-V/def2-TZVPD) on a structure of composition C5H8N at a distorted geometry.

As for the charge: +1. The energy above the lowest of the compared OMol25 structures with the same formula, charge and spin is 143.9 kcal per mole. The frontier orbital gap is 8.84 eV. As for the molecular weight: 82.1 g mol⁻¹. The calculation puts the total energy at -249.59589 Ha. The value obtained for the LUMO energy is -4.76 eV.

Last column: Mulliken charge in e.
Geometry (Å):
C -0.7495 0.3202 0.8090  -0.0863
C -1.4452 -0.6239 0.2053  -0.2910
C -0.8274 -1.8868 -0.2085  -0.1075
C -0.1439 -0.7083 -0.7641  -0.3013
C 1.0877 1.4643 -0.1397  -0.9974
N 0.6119 0.1870 0.2615  0.0122
H -1.0174 1.2347 1.4667  0.3597
H -0.4240 -2.5032 0.6474  0.2474
H -1.4838 -2.4747 -0.9898  0.2313
H -0.2489 -0.3378 -1.6903  0.4049
H 0.3472 1.9613 -0.6827  0.4380
H 1.0265 2.1363 0.8165  0.3364
H 1.9976 1.5178 -0.6579  0.3728
H 1.2693 -0.2868 0.9264  0.3808

ORCA calculation (ωB97M-V/def2-TZVPD) on the ion C5H8N with charge +1 at a distorted geometry.

As for the charge: +1. The energy above the lowest of the compared OMol25 structures with the same formula, charge and spin is 100.0 kcal per mole. The frontier orbital gap is 9.55 eV. As for the molecular weight: 82.1 g mol⁻¹. The calculation puts the total energy at -249.66579 Ha. The value obtained for the LUMO energy is -3.91 eV.

Last column: Mulliken charge in e.
Geometry (Å):
C -1.7018 0.4514 -2.5059  -0.9689
C -0.9354 0.5441 -1.4901  0.6500
C -0.1801 0.6820 -0.4646  0.1429
C 1.1776 1.0719 0.1697  -0.7577
C 0.0891 0.2588 0.9604  -0.3506
N 0.4259 -1.1449 1.2724  -0.2706
H -1.6235 -0.3103 -3.2877  0.2397
H -2.4858 1.1061 -2.7957  0.2748
H 2.0123 0.7208 -0.5431  0.2700
H 1.2797 2.0959 0.3087  0.2860
H -0.5939 0.8192 1.5394  0.3416
H 0.0486 -1.5405 2.0989  0.3330
H 1.5493 -1.1316 1.4556  0.4526
H 0.2696 -1.7219 0.5104  0.3573

ORCA calculation (ωB97M-V/def2-TZVPD) on a structure of composition C5H8N at a distorted geometry.

As for the charge: +1. The energy above the lowest of the compared OMol25 structures with the same formula, charge and spin is 175.4 kcal per mole. The frontier orbital gap is 7.87 eV. As for the molecular weight: 82.1 g mol⁻¹. The calculation puts the total energy at -249.54555 Ha. The value obtained for the LUMO energy is -6.16 eV.

Last column: Mulliken charge in e.
Geometry (Å):
C 0.0501 0.2885 -0.6877  -0.5976
C 0.7799 0.4230 -1.7080  0.2970
C -1.3135 -1.5397 2.8240  -0.6410
C -1.0860 -0.3043 2.4912  0.6093
C 1.7134 0.8318 -2.8087  -0.8231
N -0.7541 0.8564 1.7465  -0.3414
H -1.1153 -2.5729 2.4057  0.3076
H -1.6951 -1.6782 3.8487  0.2806
H 2.3076 1.7885 -2.6841  0.3220
H 1.1044 1.0915 -3.6508  0.2956
H 2.2718 -0.1551 -3.0141  0.2578
H -0.7632 -0.7176 -1.0986  0.2061
H 0.0804 0.8347 1.2164  0.4124
H -1.5805 0.8535 1.1197  0.4146

ORCA calculation (ωB97M-V/def2-TZVPD) on the ion C5H8N with charge +1 at a distorted geometry.

As for the charge: +1. The energy above the lowest of the compared OMol25 structures with the same formula, charge and spin is 102.5 kcal per mole. The frontier orbital gap is 8.96 eV. As for the molecular weight: 82.1 g mol⁻¹. The calculation puts the total energy at -249.66175 Ha. The value obtained for the LUMO energy is -4.04 eV.

Last column: Mulliken charge in e.
Geometry (Å):
N 1.3659 -0.7815 0.3133  -0.2563
C 0.0825 -0.1323 -0.1100  0.8625
C -1.0733 -1.0797 -0.1772  -1.1553
C -1.9266 -0.1702 0.3682  -0.1626
C -0.8640 0.8466 0.6075  -0.5769
C -0.0428 1.0694 -0.9676  -0.9068
H 1.1027 -1.7621 0.6628  0.4446
H 1.9808 -0.2619 1.0661  0.4128
H 1.9740 -1.0958 -0.4747  0.3986
H -1.2810 -1.9741 -0.6151  0.5197
H -2.9576 -0.1019 0.7010  0.4408
H -0.7157 1.6414 1.3391  0.4123
H -0.6270 1.1936 -1.9413  0.2433
H 0.6113 1.8632 -1.0262  0.3232

ORCA calculation (ωB97M-V/def2-TZVPD) on a structure of composition C5H8N at a distorted geometry.

As for the charge: +1. The energy above the lowest of the compared OMol25 structures with the same formula, charge and spin is 88.6 kcal per mole. The frontier orbital gap is 10.94 eV. As for the molecular weight: 82.1 g mol⁻¹. The calculation puts the total energy at -249.68395 Ha. The value obtained for the LUMO energy is -3.50 eV.

Last column: Mulliken charge in e.
Geometry (Å):
C 0.2850 -0.9460 0.8876  -0.3904
C -0.4986 -0.3375 0.0384  0.3329
C 1.6312 0.7002 -0.1894  -0.2344
C 1.4602 -0.7877 -0.0058  -0.1565
C -1.9119 0.0782 0.0224  -1.1628
N 0.5889 0.0174 -0.9451  -0.1265
H 0.1323 -1.5209 1.7885  0.4128
H 1.2612 1.4058 0.5909  0.2340
H 2.4409 1.2882 -0.6804  0.3061
H 2.3145 -1.4349 -0.3200  0.3730
H -2.4354 -0.4210 0.7986  0.3408
H -2.2065 -0.1177 -0.9747  0.3706
H -2.0147 1.2516 -0.1222  0.2919
H 0.4464 0.0094 -2.0500  0.4085